(1)
DFT (the ωB97M-V functional and the def2-TZVPD basis) results for C5H11N in the gas phase at a distorted geometry.

The total energy is -6852.865 eV. The LUMO energy is 0.0394 Eh. Its SMILES is CC(C)=C(C)N. As for the HOMO-LUMO gap: 8.59 eV. The calculation puts the highest occupied orbital energy at -7.5 eV. Its total charge is 0. Its energy above the lowest of the compared OMol25 structures with the same formula, charge and spin is 63.98 kJ/mol.

Last column: Löwdin charge in e.
Cartesian coordinates (Å):
C -0.16408 1.21803 1.55596  -0.064
N -1.20495 0.78365 -1.27615  0.089
C -0.27165 -0.02224 -0.61989  -0.365
C 0.17251 0.03453 0.64506  -0.318
C 1.05546 -1.02545 1.26575  -0.074
C 0.31181 -1.05976 -1.58709  -0.049
H -1.23908 1.40030 1.47334  0.072
H 0.39871 2.10179 1.24416  0.077
H 0.19446 0.98828 2.55232  0.063
H -1.41758 1.66703 -0.83020  0.080
H -1.02357 0.83791 -2.25484  0.063
H 1.93584 -0.48672 1.67158  0.083
H 1.49476 -1.75369 0.61043  0.052
H 0.55621 -1.44762 2.13840  0.079
H 1.36584 -1.26639 -1.40209  0.063
H -0.09813 -2.06772 -1.51277  0.081
H 0.29376 -0.62317 -2.59342  0.070

---

(2)
DFT (the ωB97M-V functional and the def2-TZVPD basis) results for a molecular structure, C5H11N at a distorted geometry.

The total energy is -6843.546 eV. The LUMO energy is -0.0796 Eh. As for the HOMO-LUMO gap: 4.93 eV. The calculation puts the highest occupied orbital energy at -7.1 eV. Its total charge is 0. Its energy above the lowest of the compared OMol25 structures with the same formula, charge and spin is 963.21 kJ/mol.

Last column: Löwdin charge in e.
Cartesian coordinates (Å):
C 0.26867 -1.56331 1.11254  -0.108
C 0.85540 -0.46610 -1.19420  0.019
N -1.24541 1.08587 1.52109  0.063
C -0.35030 0.75771 0.58827  -0.481
C -0.16880 -0.73147 0.01963  -0.498
C -0.54477 1.48739 -0.97244  0.032
H 1.39157 -1.24817 0.96139  0.081
H 0.20215 -2.71737 1.05826  0.115
H 0.00470 -1.07518 2.07891  0.084
H 1.99688 -0.44441 -0.50486  0.190
H 0.65112 -1.28850 -1.83969  0.051
H -1.85668 1.79374 1.22059  -0.009
H 0.78439 0.95147 0.76787  0.127
H -0.90153 -1.25036 -0.52570  0.106
H 0.35998 2.07397 -1.14944  0.048
H -0.12370 0.47829 -1.76139  0.107
H -1.32366 2.15644 -1.38083  0.072

---

(3)
DFT (the ωB97M-V functional and the def2-TZVPD basis) results for 2 unconnected molecules or ions with the total composition C5H11N2 at a distorted geometry.

The total energy is -8335.840 eV. The LUMO energy is -0.1343 Eh. As for the HOMO-LUMO gap: 12.22 eV. The calculation puts the highest occupied orbital energy at -15.9 eV. Its total charge is +1. Its energy above the lowest of the compared OMol25 structures with the same formula, charge and spin is 123.39 kJ/mol.

Last column: Löwdin charge in e.
Cartesian coordinates (Å):
C 1.77596 0.67802 1.99806  -0.154
C -0.10360 -0.31232 -1.99417  -0.056
C 2.26503 1.87072 2.68243  -0.007
C -1.18965 -0.19424 -3.01079  -0.031
C -1.24075 0.15548 0.22356  -0.037
N -0.17340 -0.07502 -0.72278  -0.015
N 1.52017 -0.12836 1.24913  0.175
H 0.94079 -0.58948 -2.47905  0.184
H 1.68378 2.75547 2.38535  0.109
H 3.28055 1.97280 2.29957  0.105
H 2.34073 1.70642 3.72039  0.078
H -0.82980 0.21161 -3.96629  0.104
H -1.89446 0.51132 -2.60630  0.075
H -1.80446 -1.03643 -3.23999  0.093
H -1.23173 -0.67598 0.97041  0.123
H -0.94815 0.93365 0.84037  0.057
H -2.24056 0.26872 -0.27600  0.119
H 0.72121 -0.08751 -0.01093  0.076

---

(4)
DFT (the ωB97M-V functional and the def2-TZVPD basis) results for a gas-phase ion, C5H11N2 (charge +1) at a distorted geometry.

The total energy is -8332.601 eV. The LUMO energy is -0.1421 Eh. Its SMILES is C=N/C=C\CC[NH3+]. As for the HOMO-LUMO gap: 8.07 eV. The calculation puts the highest occupied orbital energy at -11.9 eV. Its total charge is +1. Its energy above the lowest of the compared OMol25 structures with the same formula, charge and spin is 435.95 kJ/mol.

Last column: Löwdin charge in e.
Cartesian coordinates (Å):
C 1.86351 -0.28669 0.21576  -0.161
C 0.70581 0.06045 -0.76529  -0.179
C -0.39751 -0.93966 -0.44660  -0.171
C -1.70399 -0.76414 -0.85294  -0.124
N -2.55676 0.14847 -0.25807  0.056
C -2.35956 1.40239 -0.23306  0.021
N 1.30771 -0.12703 1.59385  0.167
H 2.65605 0.44390 0.08223  0.127
H 2.24260 -1.28226 0.00524  0.134
H 1.06659 -0.07445 -1.78197  0.124
H 0.54519 1.11775 -0.54037  0.112
H -0.12072 -1.96808 -0.68953  0.100
H -2.14917 -1.37659 -1.63381  0.127
H -2.41849 2.12233 -1.05674  0.098
H -1.98618 1.89161 0.67986  0.088
H 1.69499 -0.76611 2.28688  0.171
H 1.30286 0.80153 2.01201  0.170
H 0.30708 -0.40344 1.38255  0.139

---

(5)
DFT (the ωB97M-V functional and the def2-TZVPD basis) results for 2 unconnected molecules or ions with the total composition C5H11N2 at a distorted geometry.

The total energy is -8332.704 eV. The LUMO energy is -0.1856 Eh. As for the HOMO-LUMO gap: 8.64 eV. The calculation puts the highest occupied orbital energy at -13.7 eV. Its total charge is +1. Its energy above the lowest of the compared OMol25 structures with the same formula, charge and spin is 425.95 kJ/mol.

Last column: Löwdin charge in e.
Cartesian coordinates (Å):
C 0.92835 1.19852 -0.46187  -0.180
C -0.29388 -1.19281 1.58299  -0.022
C 0.23448 -1.97291 0.33285  -0.058
C -0.63323 -0.79252 0.17996  -0.142
C -1.66579 -0.39354 -0.83296  -0.041
N 1.50762 1.68580 0.63196  0.119
N 1.00292 1.91306 -1.55867  0.139
H -1.00073 -1.78131 2.27633  0.158
H 0.33468 -0.35493 1.96024  0.100
H 1.25164 -1.84322 0.04464  0.110
H -0.22918 -2.82929 -0.04648  0.108
H -2.08657 0.53895 -0.59993  0.063
H -2.40504 -1.19938 -0.90489  0.103
H -1.20605 -0.50306 -1.95189  0.153
H 1.50611 1.06824 1.38938  0.053
H 1.81358 2.62208 0.82054  0.119
H 0.72979 1.49968 -2.36529  0.062
H 1.44530 2.86270 -1.46878  0.156

---

(6)
DFT (the ωB97M-V functional and the def2-TZVPD basis) results for a gas-phase ion, C5H11N2 (charge +1) at a distorted geometry.

The total energy is -8331.608 eV. The LUMO energy (alpha / beta) is -0.1861 / -0.1935 Eh. As for the HOMO-LUMO gap (alpha / beta): 7.75 / 7.35 eV. The calculation puts the highest occupied orbital energy (alpha / beta) at -12.8 / -12.6 eV. Its total charge is +1. Its energy above the lowest of the compared OMol25 structures with the same formula, charge and spin is 531.71 kJ/mol.

Last column: Löwdin charge in e.
Cartesian coordinates (Å):
C 0.29258 -0.70672 -0.14147  -0.366
C 0.68487 -1.96419 -0.10899  0.114
C -0.75931 1.30250 -0.68514  0.152
C 2.22939 0.84149 0.08350  -0.120
C -2.05177 -0.12336 0.76800  0.006
N 0.92706 0.42682 0.23140  0.017
N -1.10037 -0.11477 -0.35127  -0.122
H 0.12125 -2.86521 -0.21284  0.072
H 1.76407 -2.09605 -0.24580  0.089
H -1.11827 2.13496 -0.03700  0.119
H -0.51143 1.50565 -1.84302  0.165
H 2.47246 1.12507 -0.91333  0.072
H 2.38296 1.90457 0.54922  0.129
H 3.03243 0.10264 0.45988  0.138
H -2.11457 -1.17174 1.16012  0.139
H -1.67765 0.41387 1.60430  0.096
H -2.86378 0.54520 0.52557  0.110
H -1.50961 -0.51436 -1.20019  0.189